The following is a DFT calculation (the ωB97M-V functional and the def2-TZVPD basis) of C3H9B2CuN2O5S as an isolated structure at a distorted geometry.

- Highest occupied orbital energy: -7.8 eV
- Spin multiplicity: 1

Cartesian coordinates (Å):
C1 -0.888666 2.948536 0.013117
O1 0.120766 2.299956 -0.845113
B1 -0.210072 0.878465 -1.005976
O2 -1.554244 0.604132 -1.472113
C2 0.937073 -0.248261 -0.704700
C3 0.892048 -1.513221 -1.724178
O3 -0.074574 -1.767084 -2.504394
O4 2.019883 -2.343780 -1.715216
N1 1.021989 -0.698818 0.716651
S1 0.851186 0.588698 1.861951
B2 0.147260 -1.890081 1.019993
N2 -1.263072 -2.105580 0.596102
O5 0.740688 -2.922431 1.865234
H1 -0.326350 3.604611 0.763775
H2 -1.415215 2.132990 0.646832
H3 -1.677361 3.518467 -0.591227
H4 -2.195967 0.563429 -0.731289
H5 1.959148 0.276102 -0.940847
H6 -0.478629 0.778442 2.228672
H7 -1.473527 -1.736390 -0.342533
H8 -1.952889 -1.824114 1.302912
H9 1.422034 -2.419884 2.383631
Cu1 3.398490 1.275819 -0.821286

Atoms 1-3, force components in eV/Å:
C -0.2 -0.3 0.5
O -1.0 -2.1 0.8
B -1.4 1.7 -0.8